Entry 1:
12
Properties=species:S:1:pos:R:3:forces:R:3:lowdin_charge:R:1 method="wB97M-V/def2-TZVPD" smiles=O.O.O.O e_above_lowest_kcal_mol=28.8 orbital_gap_ev=10.549 multiplicity=1 energy_ev=-8319.426 lumo_ev=0.542
O -17.942 3.385 20.876 -0.76 0.40 1.72 -0.06
H -17.863 3.772 21.782 -0.20 -0.55 -1.04 0.06
H -17.123 3.631 20.477 0.87 0.17 -0.63 0.01
O -21.283 2.294 21.095 1.87 -0.58 3.22 0.00
H -21.906 2.462 20.464 -2.81 0.48 -2.69 -0.03
H -20.661 2.996 21.017 0.99 0.82 0.03 0.04
O -22.601 1.654 18.792 -0.96 -0.36 0.76 -0.02
H -23.151 0.921 18.503 -0.21 -0.08 0.10 0.08
H -22.183 1.952 18.009 0.76 0.57 -1.25 0.05
O -20.633 0.037 19.995 1.22 -0.36 1.24 -0.08
H -20.565 0.739 20.676 0.63 -0.77 0.11 0.01
H -21.324 0.498 19.572 -1.41 0.25 -1.54 -0.07


Entry 2:
18
Properties=species:S:1:pos:R:3:forces:R:3:lowdin_charge:R:1 method="wB97M-V/def2-TZVPD" smiles=O.O.O.O.O.O e_above_lowest_kcal_mol=29.1 orbital_gap_ev=11.213 multiplicity=1 energy_ev=-12479.851 lumo_ev=0.225
O -2.207 -0.774 -2.286 -0.22 -0.26 -0.94 -0.06
H -1.673 -0.986 -1.527 0.38 0.12 0.97 -0.03
H -2.017 -1.494 -2.901 -0.22 0.21 0.03 0.03
O 2.640 1.472 -0.555 -1.12 1.85 0.37 -0.08
H 1.848 2.065 -0.624 1.24 -0.46 0.15 0.06
H 2.238 0.640 -0.762 -0.11 -1.06 -0.43 -0.05
O 2.083 -0.993 -1.615 -1.18 -0.15 -0.67 -0.03
H 1.771 -1.268 -2.495 0.15 0.26 0.44 0.09
H 2.923 -1.413 -1.505 0.90 -0.44 0.18 0.06
O -2.535 1.561 2.183 -0.71 0.97 0.34 -0.05
H -2.752 0.792 1.688 0.27 -1.44 -0.78 0.01
H -3.395 2.006 2.091 0.55 0.37 0.41 0.05
O 0.564 -0.132 2.598 -2.63 -1.37 1.16 -0.03
H -0.225 0.371 2.904 0.96 -0.24 -0.24 0.07
H 1.170 0.469 2.252 1.59 1.86 -0.83 0.01
O -0.490 -0.786 0.040 0.13 -0.40 -1.39 -0.07
H 0.347 -1.008 -0.422 -0.51 0.27 0.76 0.02
H -0.291 -0.523 0.938 0.56 -0.10 0.47 -0.01


Entry 3:
58
Properties=species:S:1:pos:R:3:forces:R:3:lowdin_charge:R:1 method="wB97M-V/def2-TZVPD" orbital_gap_ev="2.977 / 6.093" multiplicity=7 energy_ev=-72300.631 lumo_ev="-0.745 / -0.746"
C 3.519 1.637 -2.741 0.05 0.63 -0.89 -0.04
C 2.695 0.916 -1.836 0.23 -1.30 1.11 -0.42
N 1.325 1.036 -1.942 -0.90 -0.31 -0.06 -0.01
C 0.806 1.552 -3.069 0.57 0.56 -0.70 -0.36
C 1.595 2.180 -4.043 -1.96 -0.50 0.16 -0.08
C 2.973 2.228 -3.863 0.98 -0.13 1.36 -0.08
C 3.269 0.023 -0.885 0.30 2.19 0.08 -0.40
P 2.587 -1.406 -0.121 -0.32 -0.20 0.55 0.75
Eu 0.893 0.961 0.788 0.32 -1.93 0.19 1.47
P -1.719 1.391 -1.839 0.58 -0.41 -0.44 0.94
C -0.715 1.407 -3.326 0.72 0.20 -0.37 -0.25
O 4.473 3.109 0.784 -0.40 1.66 0.92 -0.09
O 2.246 0.056 3.592 -1.03 0.25 0.45 -0.09
H 4.588 1.590 -2.575 -0.06 0.08 -0.11 0.11
H 1.122 2.588 -4.932 0.10 -0.09 0.10 0.10
H 3.606 2.737 -4.578 0.02 -0.06 -0.04 0.11
C 3.092 -2.746 -1.260 0.13 -0.51 -0.35 -0.29
C 3.811 -1.666 1.250 0.00 -0.13 -0.03 -0.30
H -1.017 2.268 -3.946 -0.15 -0.36 0.14 0.11
H -0.954 0.478 -3.892 0.29 0.49 0.39 0.11
H 4.679 3.470 1.681 -0.03 -0.74 -0.91 0.05
H 4.252 0.341 -0.523 0.16 -0.33 -0.57 0.05
C -3.316 0.713 -2.242 -0.68 -0.45 0.13 -0.19
C -1.880 3.042 -1.191 -0.11 0.34 0.33 -0.22
H 0.590 3.423 0.307 -0.54 0.25 0.80 0.05
H 1.401 -0.248 4.002 0.76 0.16 -0.49 0.07
H 2.611 0.655 4.262 -0.04 -0.23 -0.27 0.05
H 4.135 3.932 0.361 0.34 -0.92 0.00 0.05
H -1.020 0.588 -0.907 -0.56 -0.18 -0.17 0.01
H 0.125 3.451 0.928 0.61 0.07 -0.74 0.07
H 4.163 -2.945 -1.142 -0.11 0.05 -0.08 0.03
H 2.547 -3.689 -1.109 0.06 0.33 0.03 0.04
H 2.928 -2.393 -2.286 -0.08 -0.14 0.22 0.03
H 4.779 -1.975 0.825 -0.21 0.14 0.18 0.04
H 3.948 -0.740 1.830 -0.12 -0.39 -0.18 0.01
H 3.442 -2.459 1.925 0.20 0.38 -0.27 0.04
H -2.775 3.511 -1.624 0.33 -0.05 0.16 0.07
H -1.972 2.991 -0.099 -0.17 0.08 -0.24 0.05
H -0.982 3.615 -1.445 -0.21 -0.05 -0.02 0.05
H -4.002 1.470 -2.649 0.37 -0.09 0.18 0.07
H -3.231 -0.094 -2.980 0.16 0.17 0.24 0.07
H -3.757 0.285 -1.334 -0.03 0.08 -0.10 0.07
O -1.183 0.534 2.187 1.03 0.94 -0.48 -0.22
C -1.336 -0.624 1.660 -1.49 -1.58 0.28 -0.69
O -0.542 -1.066 0.748 0.12 1.39 -0.24 -0.26
C -2.445 -1.492 2.119 1.56 1.28 -0.52 -0.20
C -2.740 -2.687 1.443 -0.87 -1.02 0.26 -0.05
C -3.724 -3.524 1.946 0.78 -0.09 -0.70 -0.02
C -4.387 -3.216 3.139 -1.27 -0.33 0.00 -0.20
C -4.075 -2.033 3.815 0.48 0.90 0.23 -0.02
C -3.125 -1.164 3.303 -0.90 -0.65 0.91 -0.05
N -5.530 -3.964 3.528 0.77 0.54 -0.24 -0.40
O -5.874 -4.942 2.827 0.03 0.01 0.18 -0.05
O -6.169 -3.584 4.537 0.05 -0.21 -0.08 -0.06
H -2.218 -2.970 0.529 -0.01 0.20 0.27 0.10
H -4.001 -4.451 1.469 0.05 0.01 -0.22 0.10
H -4.618 -1.841 4.728 0.05 0.19 0.03 0.10
H -2.892 -0.260 3.866 0.05 -0.16 -0.33 0.10